ORCA calculation (wB97M-V/def2-TZVPD) on a 12-piece molecular cluster, C58H152N12O17 overall.

Bonds (Å) are listed after each position.
Element x y z (Å)
1 C 10.460 22.971 15.704  O2 1.434, H7 1.090, H8 1.090, H9 1.090
2 O 11.587 23.322 14.891  C1 1.434, C3 1.435
3 C 12.646 22.385 15.135  O2 1.435, C4 1.571, H10 1.090, H11 1.090
4 C 13.743 22.505 14.018  C3 1.571, C5 1.556, N6 1.401, H12 1.090
5 C 13.177 22.574 12.570  C4 1.556, H13 1.090, H14 1.090, H15 1.090
6 N 14.692 21.477 14.077  C4 1.401, H16 1.010, H17 1.010
7 H 10.037 22.118 15.173  C1 1.090
8 H 9.823 23.843 15.558  C1 1.090
9 H 10.712 22.899 16.762  C1 1.090
10 H 13.085 22.335 16.132  C3 1.090
11 H 12.216 21.391 15.010  C3 1.090
12 H 14.283 23.438 14.179  C4 1.090
13 H 14.012 22.583 11.869  C5 1.090
14 H 12.559 23.450 12.376  C5 1.090
15 H 12.474 21.765 12.373  C5 1.090
16 H 14.326 20.540 13.986  N6 1.010
17 H 15.099 21.585 14.995  N6 1.010
18 C 17.025 24.332 21.157  O19 1.418, H24 1.090, H25 1.090, H26 1.090
19 O 16.475 25.060 22.242  C18 1.418, C20 1.392
20 C 15.485 24.342 22.907  O19 1.392, C21 1.510, H27 1.090, H28 1.090
21 C 14.823 25.242 23.923  C20 1.510, C22 1.549, N23 1.450, H29 1.090
22 C 15.799 25.721 25.027  C21 1.549, H30 1.090, H31 1.090, H32 1.090
23 N 13.803 24.478 24.613  C21 1.450, H33 1.010, H34 1.010
24 H 16.360 23.554 20.782  C18 1.090
25 H 17.985 23.966 21.522  C18 1.090
26 H 17.172 25.066 20.365  C18 1.090
27 H 14.747 24.058 22.156  C20 1.090
28 H 15.816 23.421 23.385  C20 1.090
29 H 14.355 26.075 23.399  C21 1.090
30 H 16.185 24.981 25.728  C22 1.090
31 H 15.379 26.589 25.536  C22 1.090
32 H 16.654 26.147 24.501  C22 1.090
33 H 13.261 25.196 25.072  N23 1.010
34 H 13.128 24.254 23.896  N23 1.010
35 C 18.609 30.875 14.180  O36 1.438, H41 1.090, H42 1.090, H43 1.090
36 O 19.289 29.657 14.533  C35 1.438, C37 1.431
37 C 19.157 29.298 15.911  O36 1.431, C38 1.470, H44 1.090, H45 1.090
38 C 19.700 27.951 16.132  C37 1.470, C39 1.519, N40 1.422, H46 1.090
39 C 18.990 26.834 15.388  C38 1.519, H47 1.090, H48 1.090, H49 1.090
40 N 19.417 27.634 17.489  C38 1.422, H50 1.010, H51 1.010
41 H 19.143 31.745 14.562  C35 1.090
42 H 17.575 30.891 14.525  C35 1.090
43 H 18.494 30.898 13.096  C35 1.090
44 H 19.618 30.078 16.517  C37 1.090
45 H 18.110 29.230 16.207  C37 1.090
46 H 20.738 27.952 15.800  C38 1.090
47 H 18.855 27.124 14.346  C39 1.090
48 H 18.061 26.528 15.870  C39 1.090
49 H 19.623 25.946 15.400  C39 1.090
50 H 19.813 28.362 18.066  N40 1.010
51 H 19.827 26.737 17.710  N40 1.010
52 C 21.791 22.933 15.078  O53 1.413, H58 1.090, H59 1.090, H60 1.090
53 O 20.680 22.336 14.441  C52 1.413, C54 1.449
54 C 19.726 23.242 13.834  O53 1.449, C55 1.590, H61 1.090, H62 1.090
55 C 18.285 22.577 13.918  C54 1.590, C56 1.551, N57 1.439, H63 1.090
56 C 18.215 21.447 12.857  C55 1.551, H64 1.090, H65 1.090, H66 1.090
57 N 17.182 23.462 13.649  C55 1.439, H67 1.010, H68 1.010
58 H 21.300 23.470 15.890  C52 1.090
59 H 22.445 23.594 14.509  C52 1.090
60 H 22.397 22.094 15.420  C52 1.090
61 H 19.662 24.067 14.544  C54 1.090
62 H 20.001 23.538 12.822  C54 1.090
63 H 18.195 22.163 14.922  C55 1.090
64 H 18.950 20.658 13.013  C56 1.090
65 H 18.320 21.952 11.896  C56 1.090
66 H 17.216 21.011 12.841  C56 1.090
67 H 17.034 23.813 14.585  N57 1.010
68 H 16.444 22.810 13.423  N57 1.010
69 C 21.225 29.741 19.947  O70 1.469, H75 1.090, H76 1.090, H77 1.090
70 O 21.468 29.234 18.591  C69 1.469, C71 1.389
71 C 22.258 30.135 17.889  O70 1.389, C72 1.526, H78 1.090, H79 1.090
72 C 23.669 30.252 18.457  C71 1.526, C73 1.546, N74 1.425, H80 1.090
73 C 24.516 31.251 17.637  C72 1.546, H81 1.090, H82 1.090, H83 1.090
74 N 24.367 29.012 18.547  C72 1.425, H84 1.010, H85 1.010
75 H 22.047 29.429 20.592  C69 1.090
76 H 20.256 29.333 20.233  C69 1.090
77 H 21.133 30.825 20.005  C69 1.090
78 H 22.257 29.766 16.863  C71 1.090
79 H 21.796 31.120 17.817  C71 1.090
80 H 23.575 30.633 19.474  C72 1.090
81 H 25.487 31.477 18.078  C73 1.090
82 H 23.925 32.161 17.535  C73 1.090
83 H 24.591 30.878 16.615  C73 1.090
84 H 24.720 28.927 17.604  N74 1.010
85 H 23.708 28.256 18.665  N74 1.010
86 C 15.355 27.980 19.198  O87 1.412, H92 1.090, H93 1.090, H94 1.090
87 O 14.085 27.367 19.113  C86 1.412, C88 1.446
88 C 13.798 26.592 20.299  O87 1.446, C89 1.586, H95 1.090, H96 1.090
89 C 12.326 26.008 20.208  C88 1.586, C90 1.545, N91 1.438, H97 1.090
90 C 12.119 24.946 19.106  C89 1.545, H98 1.090, H99 1.090, H100 1.090
91 N 11.452 27.066 19.780  C89 1.438, H101 1.010, H102 1.010
92 H 16.150 27.235 19.219  C86 1.090
93 H 15.499 28.692 20.011  C86 1.090
94 H 15.595 28.477 18.258  C86 1.090
95 H 14.461 25.736 20.421  C88 1.090
96 H 13.957 27.265 21.142  C88 1.090
97 H 11.936 25.693 21.176  C89 1.090
98 H 12.441 25.435 18.187  C90 1.090
99 H 11.076 24.631 19.066  C90 1.090
100 H 12.741 24.062 19.247  C90 1.090
101 H 12.031 27.583 19.134  N91 1.010
102 H 10.708 26.699 19.203  N91 1.010
103 C 23.624 26.738 22.124  O104 1.418, H109 1.090, H110 1.090, H111 1.090
104 O 24.932 26.210 21.979  C103 1.418, C105 1.378
105 C 25.126 25.033 21.288  O104 1.378, C106 1.540, H112 1.090, H113 1.090
106 C 24.406 23.822 21.909  C105 1.540, C107 1.555, N108 1.451, H114 1.090
107 C 24.819 23.504 23.374  C106 1.555, H115 1.090, H116 1.090, H117 1.090
108 N 24.550 22.711 20.987  C106 1.451, H118 1.010, H119 1.010
109 H 22.917 26.060 22.603  C103 1.090
110 H 23.206 27.082 21.178  C103 1.090
111 H 23.784 27.446 22.937  C103 1.090
112 H 24.919 25.199 20.231  C105 1.090
113 H 26.177 24.755 21.368  C105 1.090
114 H 23.323 23.946 21.948  C106 1.090
115 H 24.313 22.557 23.562  C107 1.090
116 H 24.400 24.307 23.980  C107 1.090
117 H 25.908 23.451 23.364  C107 1.090
118 H 23.847 22.015 21.190  N108 1.010
119 H 24.322 23.086 20.077  N108 1.010
120 C 21.969 16.658 16.383  O121 1.406, H129 1.090, H130 1.090, H131 1.090
121 O 21.083 17.629 16.883  C120 1.406, C122 1.412
122 C 21.445 18.957 16.570  O121 1.412, C123 1.550, H132 1.090, H133 1.090
123 C 20.415 19.979 17.117  C122 1.550, N124 1.481, H134 1.090, H135 1.090
124 N 20.225 19.944 18.585  C123 1.481, C125 1.517, H136 1.010
125 C 21.498 20.373 19.290  N124 1.517, C126 1.563, H137 1.090, H138 1.090
126 C 21.183 20.627 20.800  C125 1.563, O127 1.461, H139 1.090, H140 1.090
127 O 22.399 20.816 21.586  C126 1.461, C128 1.423
128 C 23.146 19.624 21.809  O127 1.423, H141 1.090, H142 1.090, H143 1.090
129 H 22.310 16.844 15.365  C120 1.090
130 H 21.559 15.655 16.504  C120 1.090
131 H 22.899 16.865 16.912  C120 1.090
132 H 21.626 18.949 15.496  C122 1.090
133 H 22.394 19.069 17.094  C122 1.090
134 H 19.489 19.848 16.558  C123 1.090
135 H 20.813 20.969 16.896  C123 1.090
136 H 19.928 19.005 18.810  N124 1.010
137 H 21.959 21.286 18.914  C125 1.090
138 H 22.222 19.565 19.197  C125 1.090
139 H 20.677 19.767 21.239  C126 1.090
140 H 20.525 21.496 20.798  C126 1.090
141 H 24.064 19.929 22.310  C128 1.090
142 H 23.382 19.078 20.896  C128 1.090
143 H 22.699 18.860 22.445  C128 1.090
144 C 26.600 25.071 17.907  O145 1.410, H153 1.090, H154 1.090, H155 1.090
145 O 25.225 25.010 17.595  C144 1.410, C146 1.478
146 C 24.714 23.694 17.159  O145 1.478, C147 1.519, H156 1.090, H157 1.090
147 C 25.273 23.138 15.861  C146 1.519, N148 1.469, H158 1.090, H159 1.090
148 N 24.935 23.898 14.650  C147 1.469, C149 1.518, H160 1.010
149 C 25.417 23.268 13.356  N148 1.518, C150 1.563, H161 1.090, H162 1.090
150 C 25.287 24.285 12.177  C149 1.563, O151 1.456, H163 1.090, H164 1.090
151 O 25.931 25.546 12.514  C150 1.456, C152 1.409
152 C 25.930 26.476 11.454  O151 1.409, H165 1.090, H166 1.090, H167 1.090
153 H 26.773 24.296 18.654  C144 1.090
154 H 26.866 25.982 18.444  C144 1.090
155 H 27.296 24.900 17.086  C144 1.090
156 H 23.627 23.694 17.234  C146 1.090
157 H 24.896 23.035 18.009  C146 1.090
158 H 24.908 22.125 15.695  C147 1.090
159 H 26.343 22.959 15.973  C147 1.090
160 H 25.142 24.885 14.710  N148 1.010
161 H 24.835 22.365 13.174  C149 1.090
162 H 26.473 23.001 13.412  C149 1.090
163 H 24.267 24.540 11.892  C150 1.090
164 H 25.678 23.808 11.278  C150 1.090
165 H 26.311 27.406 11.878  C152 1.090
166 H 24.925 26.827 11.219  C152 1.090
167 H 26.449 26.153 10.552  C152 1.090
168 C 15.156 28.753 15.238  O169 1.415, H177 1.090, H178 1.090, H179 1.090
169 O 14.279 27.960 14.461  C168 1.415, C170 1.463
170 C 13.257 27.417 15.356  O169 1.463, C171 1.563, H180 1.090, H181 1.090
171 C 12.354 26.337 14.678  C170 1.563, N172 1.412, H182 1.090, H183 1.090
172 N 11.608 26.954 13.650  C171 1.412, C173 1.494, H184 1.010
173 C 10.961 25.849 12.880  N172 1.494, C174 1.546, H185 1.090, H186 1.090
174 C 10.010 26.429 11.809  C173 1.546, O175 1.451, H187 1.090, H188 1.090
175 O 10.715 26.669 10.564  C174 1.451, C176 1.413
176 C 9.833 27.007 9.513  O175 1.413, H189 1.090, H190 1.090, H191 1.090
177 H 14.575 29.473 15.814  C168 1.090
178 H 15.886 29.289 14.631  C168 1.090
179 H 15.673 28.095 15.937  C168 1.090
180 H 12.582 28.245 15.570  C170 1.090
181 H 13.578 26.987 16.305  C170 1.090
182 H 11.789 25.870 15.485  C171 1.090
183 H 13.064 25.641 14.231  C171 1.090
184 H 12.311 27.477 13.149  N172 1.010
185 H 10.401 25.217 13.569  C173 1.090
186 H 11.719 25.330 12.294  C173 1.090
187 H 9.367 27.238 12.157  C174 1.090
188 H 9.281 25.634 11.650  C174 1.090
189 H 9.099 27.750 9.825  C176 1.090
190 H 9.219 26.142 9.264  C176 1.090
191 H 10.358 27.194 8.576  C176 1.090
192 C 13.690 19.620 17.364  O193 1.425, H201 1.090, H202 1.090, H203 1.090
193 O 14.053 18.943 18.565  C192 1.425, C194 1.418
194 C 14.946 17.889 18.246  O193 1.418, C195 1.541, H204 1.090, H205 1.090
195 C 15.631 17.359 19.521  C194 1.541, N196 1.444, H206 1.090, H207 1.090
196 N 16.617 16.308 19.440  C195 1.444, C197 1.481, H208 1.010
197 C 16.182 14.975 18.963  N196 1.481, C198 1.567, H209 1.090, H210 1.090
198 C 17.327 13.938 19.227  C197 1.567, O199 1.432, H211 1.090, H212 1.090
199 O 16.735 12.680 18.884  C198 1.432, C200 1.382
200 C 17.266 11.532 19.439  O199 1.382, H213 1.090, H214 1.090, H215 1.090
201 H 13.036 20.465 17.580  C192 1.090
202 H 13.154 18.982 16.661  C192 1.090
203 H 14.486 20.081 16.780  C192 1.090
204 H 15.738 18.182 17.557  C194 1.090
205 H 14.384 17.089 17.762  C194 1.090
206 H 14.857 17.075 20.234  C195 1.090
207 H 16.120 18.238 19.941  C195 1.090
208 H 17.106 16.289 20.323  N196 1.010
209 H 15.930 14.985 17.903  C197 1.090
210 H 15.322 14.700 19.575  C197 1.090
211 H 17.642 13.860 20.268  C198 1.090
212 H 18.225 14.165 18.651  C198 1.090
213 H 16.822 10.720 18.863  C200 1.090
214 H 16.958 11.321 20.463  C200 1.090
215 H 18.356 11.540 19.479  C200 1.090
216 C 15.371 24.708 16.223  O217 1.452, H225 1.090, H226 1.090, H227 1.090
217 O 16.251 23.588 16.504  C216 1.452, C218 1.380
218 C 16.072 22.978 17.729  O217 1.380, C219 1.521, H228 1.090, H229 1.090
219 C 17.163 21.935 17.919  C218 1.521, N220 1.442, H230 1.090, H231 1.090
220 N 18.323 22.493 18.569  C219 1.442, C221 1.448, H232 1.010
221 C 18.976 23.632 17.959  N220 1.448, C222 1.538, H233 1.090, H234 1.090
222 C 20.147 24.185 18.788  C221 1.538, O223 1.428, H235 1.090, H236 1.090
223 O 20.923 25.048 17.956  C222 1.428, C224 1.444
224 C 21.944 25.772 18.677  O223 1.444, H237 1.090, H238 1.090, H239 1.090
225 H 15.640 25.143 15.261  C216 1.090
226 H 15.493 25.558 16.893  C216 1.090
227 H 14.355 24.313 16.238  C216 1.090
228 H 15.081 22.524 17.703  C218 1.090
229 H 16.115 23.616 18.612  C218 1.090
230 H 17.313 21.383 16.992  C219 1.090
231 H 16.894 21.136 18.610  C219 1.090
232 H 18.994 21.756 18.735  N220 1.010
233 H 18.253 24.403 17.692  C221 1.090
234 H 19.223 23.252 16.968  C221 1.090
235 H 20.802 23.400 19.166  C222 1.090
236 H 19.822 24.738 19.669  C222 1.090
237 H 22.725 25.154 19.119  C224 1.090
238 H 21.551 26.352 19.513  C224 1.090
239 H 22.415 26.445 17.961  C224 1.090

The calculation puts the HOMO energy at -8.4107 eV. As for the SMILES: COC[C@H](C)N.COC[C@H](C)N.COC[C@H](C)N.COC[C@H](C)N.COC[C@H](C)N.COC[C@H](C)N.COC[C@H](C)N.COCCNCCOC.COCCNCCOC.COCCNCCOC.COCCNCCOC.COCCNCCOC. Its energy above the lowest of the compared OMol25 structures with the same formula, charge and spin is 3.831 eV. For the electronic energy, the calculation gives -4236.649118 hartree. The LUMO energy is 0.428 eV. Its orbital gap is 8.839 eV.

Atom charges from the Löwdin analysis, given in e for atoms 1 to 99: number 1, C, carries -0.077; number 2, O, carries -0.225; number 3, C, carries -0.185; number 4, C, carries -0.440; number 5, C, carries -0.025; number 6, N, carries 0.048; number 7, H, carries 0.095; number 8, H, carries 0.082; number 9, H, carries 0.085; number 10, H, carries 0.094; number 11, H, carries 0.112; number 12, H, carries 0.105; number 13, H, carries 0.081; number 14, H, carries 0.045; number 15, H, carries 0.079; number 16, H, carries 0.094; number 17, H, carries 0.064; number 18, C, carries -0.099; number 19, O, carries -0.192; number 20, C, carries -0.244; number 21, C, carries -0.443; number 22, C, carries -0.048; number 23, N, carries 0.030; number 24, H, carries 0.076; number 25, H, carries 0.090; number 26, H, carries 0.075; number 27, H, carries 0.110; number 28, H, carries 0.137; number 29, H, carries 0.128; number 30, H, carries 0.082; number 31, H, carries 0.071; number 32, H, carries 0.066; number 33, H, carries 0.072; number 34, H, carries 0.062; number 35, C, carries -0.093; number 36, O, carries -0.180; number 37, C, carries -0.214; number 38, C, carries -0.467; number 39, C, carries -0.036; number 40, N, carries 0.067; number 41, H, carries 0.083; number 42, H, carries 0.066; number 43, H, carries 0.087; number 44, H, carries 0.120; number 45, H, carries 0.117; number 46, H, carries 0.142; number 47, H, carries 0.086; number 48, H, carries 0.071; number 49, H, carries 0.055; number 50, H, carries 0.046; number 51, H, carries 0.045; number 52, C, carries -0.113; number 53, O, carries -0.225; number 54, C, carries -0.136; number 55, C, carries -0.426; number 56, C, carries -0.055; number 57, N, carries 0.067; number 58, H, carries 0.065; number 59, H, carries 0.075; number 60, H, carries 0.077; number 61, H, carries 0.083; number 62, H, carries 0.126; number 63, H, carries 0.107; number 64, H, carries 0.073; number 65, H, carries 0.079; number 66, H, carries 0.053; number 67, H, carries 0.030; number 68, H, carries 0.029; number 69, C, carries -0.045; number 70, O, carries -0.237; number 71, C, carries -0.241; number 72, C, carries -0.469; number 73, C, carries -0.047; number 74, N, carries 0.068; number 75, H, carries 0.079; number 76, H, carries 0.090; number 77, H, carries 0.093; number 78, H, carries 0.131; number 79, H, carries 0.122; number 80, H, carries 0.122; number 81, H, carries 0.082; number 82, H, carries 0.074; number 83, H, carries 0.078; number 84, H, carries 0.071; number 85, H, carries 0.050; number 86, C, carries -0.102; number 87, O, carries -0.215; number 88, C, carries -0.143; number 89, C, carries -0.397; number 90, C, carries -0.067; number 91, N, carries 0.019; number 92, H, carries 0.077; number 93, H, carries 0.094; number 94, H, carries 0.071; number 95, H, carries 0.102; number 96, H, carries 0.118; number 97, H, carries 0.124; number 98, H, carries 0.065; number 99, H, carries 0.075